Entry 1:
DFT (ωB97M-V/def2-TZVPD) results for the molecule C20H30N2O3 in a non-equilibrium geometry.

Summary:
**HOMO level**: -8.22 eV
**DFT total energy**: -1115.1210 hartree
**Orbital gap**: 8.6 eV
**SMILES**: C=CN[C@](C=C)(ON=O)[C@H](OCCc1ccc(C)cc1)[C@@H](C)CCC
**Relative energy (zero: lowest compared OMol25 entry of this formula, charge and spin)**: 7.293 eV

Geometry (Å):
1 C 1.749 1.726 -1.830
2 C 0.529 1.856 -1.310
3 N 0.359 2.362 -0.009
4 C -0.920 2.172 0.624
5 C -2.018 2.686 -0.305
6 C -1.901 3.900 -0.845
7 O -0.853 3.090 1.788
8 N -2.111 3.396 2.282
9 O -2.039 3.741 3.402
10 C -1.140 0.757 1.243
11 O 0.108 0.065 1.392
12 C 0.495 -0.011 2.752
13 C 1.839 -0.827 2.895
14 C 2.350 -1.204 1.514
15 C 1.941 -2.365 0.929
16 C 2.381 -2.653 -0.339
17 C 3.212 -1.787 -0.989
18 C 3.664 -2.073 -2.404
19 C 3.646 -0.648 -0.375
20 C 3.214 -0.344 0.891
21 C -2.118 -0.222 0.581
22 C -3.604 0.079 0.880
23 C -1.865 -0.516 -0.892
24 C -2.547 -1.816 -1.386
25 C -1.559 -2.648 -2.248
26 H 1.878 1.281 -2.806
27 H 2.637 2.065 -1.312
28 H -0.297 1.611 -1.956
29 H 1.120 2.111 0.605
30 H -2.886 2.115 -0.597
31 H -2.332 4.050 -1.829
32 H -1.377 4.699 -0.337
33 H -1.510 0.913 2.258
34 H 0.681 0.986 3.159
35 H -0.255 -0.550 3.339
36 H 2.569 -0.207 3.407
37 H 1.637 -1.725 3.474
38 H 1.280 -3.027 1.470
39 H 2.028 -3.563 -0.812
40 H 2.934 -1.615 -3.080
41 H 4.619 -1.604 -2.630
42 H 3.645 -3.140 -2.616
43 H 4.311 0.052 -0.865
44 H 3.527 0.553 1.408
45 H -1.935 -1.179 1.080
46 H -3.699 0.733 1.747
47 H -4.137 -0.843 1.112
48 H -4.115 0.531 0.029
49 H -0.793 -0.623 -1.069
50 H -2.194 0.294 -1.548
51 H -3.423 -1.613 -1.997
52 H -2.797 -2.427 -0.518
53 H -1.116 -3.416 -1.613
54 H -0.764 -2.030 -2.663
55 H -2.052 -3.148 -3.082

Entry 2:
DFT (ωB97M-V/def2-TZVPD) results for a structure of composition C57H46AlNO2P2S3 in a non-equilibrium geometry.

Summary:
**HOMO level**: -11.90 eV
**DFT total energy**: -4524.1224 hartree
**Orbital gap**: 6.6 eV
**Charge**: +2
**Relative energy (zero: lowest compared OMol25 entry of this formula, charge and spin)**: 0.000 eV

Geometry (Å):
1 Al -0.330 1.744 -1.084
2 O 0.565 0.308 -0.545
3 S 2.019 -0.082 -0.046
4 C 2.020 -0.002 1.791
5 C 2.354 -1.216 2.465
6 C 3.299 -1.211 3.506
7 C 3.735 0.006 4.022
8 C 4.787 0.296 5.062
9 C 4.787 1.865 5.174
10 C 3.686 2.302 4.243
11 C 3.073 3.536 4.024
12 C 2.158 3.665 2.968
13 C 1.681 2.616 2.188
14 P 0.116 2.949 1.262
15 C -1.215 3.006 2.509
16 C -1.199 3.962 3.526
17 C -2.196 4.009 4.498
18 C -3.120 2.967 4.610
19 C -3.080 1.961 3.613
20 C -2.192 2.008 2.580
21 C 0.463 4.701 0.736
22 C -0.519 5.653 1.042
23 C -0.232 6.970 0.697
24 C 0.827 7.366 -0.113
25 C 1.736 6.364 -0.459
26 C 1.582 5.041 -0.001
27 C 2.297 1.284 2.393
28 C 3.192 1.211 3.496
29 C 2.269 -1.816 -0.369
30 C 3.678 -2.034 -0.429
31 C 4.268 -3.210 -0.935
32 C 3.448 -4.256 -1.305
33 C 3.786 -5.605 -1.945
34 C 2.410 -6.373 -1.820
35 C 1.400 -5.337 -1.356
36 C 0.038 -5.376 -1.152
37 C -0.694 -4.210 -0.801
38 C -0.096 -2.995 -0.574
39 P -1.252 -1.615 -0.457
40 C -2.235 -1.506 -2.120
41 C -3.414 -2.519 -2.276
42 C -4.592 -2.095 -3.142
43 C -3.829 -1.396 -5.092
44 C -2.441 -0.914 -5.391
45 C -1.390 -1.343 -4.675
46 C -2.512 -2.283 0.750
47 C -3.792 -1.701 0.895
48 C -4.489 -1.957 2.082
49 C -4.033 -2.802 3.058
50 C -2.802 -3.458 2.858
51 C -2.030 -3.176 1.731
52 C 1.380 -2.899 -0.621
53 C 2.038 -4.113 -1.061
54 H 1.937 -2.148 2.124
55 H 3.688 -2.169 3.873
56 H 4.582 -0.197 6.021
57 H 5.777 -0.074 4.733
58 H 4.578 2.271 6.204
59 H 5.784 2.191 4.813
60 H 3.340 4.412 4.637
61 H 1.820 4.677 2.753
62 H -0.458 4.774 3.560
63 H -2.191 4.854 5.204
64 H -3.908 2.955 5.386
65 H -3.710 1.067 3.685
66 H -2.157 1.250 1.791
67 H -1.465 5.363 1.533
68 H -0.889 7.783 1.002
69 H 1.022 8.439 -0.320
70 H 2.562 6.604 -1.118
71 H 2.332 4.243 -0.193
72 H 4.302 -1.206 -0.104
73 H 5.356 -3.306 -0.949
74 H 4.084 -5.469 -3.014
75 H 4.590 -6.161 -1.426
76 H 2.104 -6.809 -2.783
77 H 2.469 -7.235 -1.070
78 H -0.554 -6.263 -1.226
79 H -1.769 -4.294 -0.637
80 H -3.644 -3.218 -1.472
81 H -5.581 -2.533 -2.913
82 H -4.535 -1.440 -5.948
83 H -2.298 -0.168 -6.198
84 H -0.360 -0.979 -4.874
85 H -4.246 -1.051 0.118
86 H -5.399 -1.425 2.280
87 H -4.633 -3.069 3.938
88 H -2.413 -4.194 3.549
89 H -1.022 -3.572 1.636
90 S -1.792 3.516 -1.370
91 C -2.569 2.199 -2.102
92 N -1.924 1.037 -1.948
93 C -2.695 -0.079 -2.351
94 C -1.574 -2.194 -3.425
95 C -2.752 -3.174 -3.474
96 C -3.899 -2.743 -4.351
97 C -4.603 -0.735 -3.831
98 C -3.826 0.316 -3.052
99 S -4.105 2.021 -2.910
100 H -0.615 -2.685 -3.164
101 H -2.513 -4.230 -3.384
102 H -4.537 -3.506 -4.842
103 H -5.625 -0.443 -4.100
104 C 2.974 2.061 -3.426
105 C 1.553 1.672 -3.597
106 O 0.833 2.306 -2.421
107 H 3.657 1.486 -4.085
108 H 3.262 1.862 -2.382
109 H 3.131 3.130 -3.681
110 H 1.342 0.626 -3.497
111 H 1.127 2.121 -4.530
112 H 0.649 3.242 -2.686

Entry 3:
DFT (ωB97M-V/def2-TZVPD) results for a structure of composition C47H52ClGeN3O2TeW in a non-equilibrium geometry.

Summary:
**HOMO level (alpha / beta)**: -15.10 / -15.09 eV
**DFT total energy**: -5008.1499 hartree
**Orbital gap (alpha / beta)**: 4.6 / 4.5 eV
**Expectation value of S²**: 0.76
**Multiplicity**: 2
**Charge**: +3
**Relative energy (zero: lowest compared OMol25 entry of this formula, charge and spin)**: 3.397 eV

Geometry (Å):
1 W -0.713 0.775 0.489
2 Cl 4.657 5.717 -0.333
3 C 3.580 4.392 -0.143
4 C 4.048 3.211 0.448
5 C 3.189 2.137 0.591
6 C 1.873 2.216 0.162
7 O 1.021 1.142 0.260
8 C 1.344 3.428 -0.385
9 C -0.019 3.601 -0.717
10 N -0.997 2.669 -0.485
11 C -2.348 3.077 -0.583
12 C -2.825 4.385 -0.646
13 C -4.190 4.640 -0.741
14 C -5.114 3.622 -0.795
15 C -4.694 2.282 -0.700
16 C -5.570 1.173 -0.744
17 C -5.054 -0.104 -0.647
18 C -3.687 -0.284 -0.476
19 N -2.800 0.736 -0.411
20 C -3.301 2.015 -0.560
21 C 2.258 4.498 -0.543
22 H 5.066 3.138 0.793
23 H 3.538 1.218 1.034
24 H -0.301 4.550 -1.155
25 H -2.157 5.227 -0.599
26 H -4.525 5.664 -0.776
27 H -6.164 3.845 -0.891
28 H -6.631 1.329 -0.876
29 H -5.699 -0.968 -0.717
30 H -3.275 -1.286 -0.390
31 H 1.903 5.426 -0.960
32 C 1.939 -4.165 -8.081
33 C 1.484 -3.518 -6.829
34 C 1.622 -2.151 -6.598
35 C 1.173 -1.548 -5.432
36 C 1.352 -0.073 -5.284
37 C 0.565 -2.346 -4.447
38 Te -0.184 -1.375 -2.601
39 N -0.573 -1.131 -0.216
40 C -1.180 -1.610 0.830
41 O -1.442 -0.630 1.710
42 C -1.549 -2.985 1.121
43 C -1.719 -3.387 2.451
44 C -1.978 -4.714 2.735
45 C -2.084 -5.640 1.706
46 C -1.946 -5.242 0.382
47 C -1.683 -3.920 0.088
48 C 1.802 -1.181 -1.834
49 C 2.424 0.052 -1.997
50 C 3.742 0.229 -1.611
51 C 4.423 -0.818 -1.012
52 C 3.787 -2.031 -0.818
53 C 2.473 -2.243 -1.229
54 C 1.851 -3.583 -1.008
55 C 0.407 -3.717 -4.656
56 C -0.270 -4.609 -3.669
57 C 0.868 -4.287 -5.835
58 H 2.350 -3.453 -8.791
59 H 1.113 -4.706 -8.549
60 H 2.696 -4.922 -7.865
61 H 2.077 -1.532 -7.360
62 H 1.285 0.410 -6.255
63 H 2.339 0.138 -4.872
64 H 0.589 0.356 -4.628
65 H -1.631 -2.661 3.245
66 H -2.087 -5.038 3.759
67 H -2.292 -6.674 1.932
68 H -2.041 -5.965 -0.415
69 H -1.619 -3.582 -0.941
70 H 1.889 0.871 -2.465
71 H 4.229 1.176 -1.778
72 H 5.449 -0.698 -0.700
73 H 4.320 -2.849 -0.354
74 H 2.286 -4.068 -0.137
75 H 2.034 -4.224 -1.871
76 H 0.776 -3.489 -0.846
77 H -0.434 -4.066 -2.735
78 H 0.324 -5.499 -3.475
79 H -1.230 -4.938 -4.063
80 H 0.745 -5.350 -5.991
81 C -2.626 2.800 6.029
82 C -1.958 4.118 5.695
83 C -0.668 3.990 4.895
84 C -0.882 3.876 3.377
85 Ge -1.111 1.989 2.613
86 C 0.647 1.033 3.174
87 C 0.631 0.364 4.550
88 C 1.820 -0.581 4.741
89 C 3.178 0.095 4.601
90 H -3.467 2.960 6.699
91 H -1.926 2.112 6.499
92 H -2.999 2.338 5.112
93 H -1.716 4.606 6.647
94 H -2.657 4.777 5.177
95 H -0.078 3.154 5.275
96 H -0.073 4.893 5.061
97 H -0.020 4.307 2.859
98 H -1.744 4.480 3.094
99 H -2.005 1.324 3.666
100 H 1.462 1.764 3.135
101 H 0.888 0.226 2.419
102 H -0.294 -0.207 4.673
103 H 0.644 1.139 5.317
104 H 1.745 -1.405 4.025
105 H 1.746 -1.009 5.741
106 H 3.349 0.461 3.589
107 H 3.963 -0.620 4.831
108 H 3.269 0.929 5.292

Entry 4:
DFT (ωB97M-V/def2-TZVPD) results for a structure of composition C6H12CsF3O3 in a non-equilibrium geometry.

Summary:
**HOMO level**: -8.41 eV
**DFT total energy**: -781.0654 hartree
**Orbital gap**: 8.3 eV

Geometry (Å):
1 Cs -12.827 -16.670 -5.760
2 C -14.814 -19.031 -6.108
3 O -14.735 -17.740 -5.573
4 O -13.562 -19.174 -6.767
5 C -15.406 -20.056 -5.083
6 F -14.931 -21.283 -5.269
7 F -15.094 -19.765 -3.852
8 F -16.745 -20.109 -5.183
9 C -15.997 -17.052 -5.391
10 C -15.652 -15.611 -5.078
11 H -16.565 -15.020 -5.147
12 H -15.273 -15.476 -4.065
13 H -15.024 -15.160 -5.846
14 H -16.601 -17.394 -4.551
15 H -16.560 -17.073 -6.324
16 H -15.499 -18.998 -6.955
17 C -13.279 -16.533 -9.834
18 C -13.810 -17.594 -8.874
19 O -12.947 -17.592 -7.737
20 H -14.000 -16.370 -10.635
21 H -12.327 -16.863 -10.251
22 H -13.083 -15.561 -9.380
23 H -13.788 -18.600 -9.293
24 H -14.853 -17.450 -8.593
25 H -13.291 -18.289 -7.173